a.
A cluster of 2 separate species, ClH4N2OP in total, computed with the ωB97M-V functional and the def2-TZVPD basis.

Values from the calculation:
**LUMO**: 0.2 eV
**Charge**: 0
**Orbital gap**: 0.396 Ha
**HOMO energy**: -0.38843 Eh

Element x y z (Å)
N 0.90775 -1.12551 0.28592
N 0.63936 1.44303 -0.58170
O 3.03848 0.42677 0.35452
P 1.61253 0.35880 -0.06044
Cl -3.95170 -0.14741 -0.07156
H 1.56636 -1.64469 0.83400
H -0.05537 -0.86331 0.26258
H -5.09656 -0.72042 -0.41584
H 1.33915 2.27273 -0.60748

***

b.
A cluster of 2 separate species, ClH4N2OP in total, computed with the ωB97M-V functional and the def2-TZVPD basis.

Values from the calculation:
**SMILES**: NNP=O.Cl
**LUMO**: 0.0 eV
**Charge**: 0
**Orbital gap**: 0.371 Ha
**HOMO energy**: -0.36972 Eh

Element x y z (Å)
N 1.57403 0.70248 -0.18413
N 0.41563 -0.09781 -0.19194
P 0.19561 -1.73397 0.09433
O -1.24423 -1.93357 -0.00817
H 2.07738 0.58725 0.69212
H 2.19516 0.44098 -0.94779
H -0.42904 0.44095 -0.38362
Cl -4.85063 0.27253 -0.00465
H -3.92961 -0.61680 0.03212

***

Pick a: it beats the second-best structure by 0.373 eV.

***

a.
An isolated molecule of C4H8N4OS, computed with the ωB97M-V functional and the def2-TZVPD basis.

Values from the calculation:
**LUMO**: 0.2 eV
**Charge**: 0
**Orbital gap**: 0.355 Ha
**HOMO energy**: -0.34636 Eh

Element x y z (Å)
C -1.86479 -0.07988 -0.43988
C -0.63684 0.62294 -1.01146
C -1.35729 -1.21806 0.40979
C 0.55550 0.38123 -0.03373
N 2.59144 1.43786 0.65060
N 3.15755 0.48463 0.15204
N -0.30908 -0.56706 1.21267
N 1.23439 1.56450 0.42833
O 2.09418 -1.82516 0.16495
S 2.05438 -0.64182 -0.64256
H -2.31868 0.55977 0.16627
H -2.41288 -0.21791 -1.35033
H -0.18296 0.22028 -2.02185
H -0.64340 1.77407 -1.15660
H -1.99731 -1.50195 1.22062
H -1.16679 -1.96414 -0.33681
H 0.41149 -1.26192 1.53823
H 0.79109 2.23261 1.04972

***

b.
An isolated molecule of C4H8N4OS, computed with the ωB97M-V functional and the def2-TZVPD basis.

Values from the calculation:
**SMILES**: CS(C)(=O)=Nn1cnnc1
**LUMO**: 0.2 eV
**Charge**: 0
**Orbital gap**: 0.339 Ha
**HOMO energy**: -0.33179 Eh

Element x y z (Å)
C -2.24934 -0.68839 -0.95312
S -0.85201 -0.28585 0.11500
C -1.58929 1.04481 1.13063
O -0.50904 -1.41912 0.92129
N 0.32233 0.16408 -0.86398
N 1.56661 -0.03604 -0.47084
C 2.30020 -1.19036 -0.23225
N 3.48315 -0.87751 0.19274
N 3.67794 0.44825 0.12081
C 2.54449 0.96972 -0.22748
H -2.12659 -1.62118 -1.40608
H -3.01744 -0.67942 -0.28750
H -2.41798 0.00063 -1.71318
H -1.01984 1.32098 1.95437
H -1.46936 1.96436 0.45178
H -2.71015 1.04259 1.34007
H 1.88686 -2.16755 0.01251
H 2.17945 2.01001 -0.08477

***

Pick a: it beats the second-best structure by 0.327 eV.

***

a.
An isolated molecule of C7H11NO2, computed with the ωB97M-V functional and the def2-TZVPD basis.

Values from the calculation:
**SMILES**: CCC1(C)C(=O)N(C)C1=O
**LUMO**: 0.7 eV
**Charge**: 0
**Orbital gap**: 0.361 Ha
**HOMO energy**: -0.33467 Eh

Element x y z (Å)
C 2.06009 0.76686 -1.24952
C 1.51130 -0.43111 -0.57433
C 0.37953 -0.38255 0.42844
C 0.86891 -0.68372 1.91148
C -0.75383 1.04738 0.43845
O -0.59392 2.19893 0.66046
N -1.70255 0.13357 0.04635
C -3.01863 0.32469 -0.50668
C -0.91635 -1.04794 0.02948
O -1.18916 -2.13327 -0.35520
H 1.45539 1.18255 -2.00115
H 3.02717 0.53850 -1.71869
H 2.37594 1.50846 -0.49488
H 2.36010 -0.80091 0.11689
H 1.24258 -1.16314 -1.32879
H 0.03949 -0.78902 2.60505
H 1.58250 -0.05405 2.23497
H 1.28487 -1.67090 1.84706
H -3.13976 1.33805 -0.91510
H -3.00128 -0.31635 -1.36329
H -3.87238 0.43397 0.18899

***

b.
A cluster of 2 separate species, C7H11NO2 in total, computed with the ωB97M-V functional and the def2-TZVPD basis.

Values from the calculation:
**SMILES**: [H]/N=C1/C[C@H]1CO.CC=C=O
**LUMO**: 0.6 eV
**Charge**: 0
**Orbital gap**: 0.342 Ha
**HOMO energy**: -0.32056 Eh

Element x y z (Å)
H 0.16752 -1.48264 -2.09082
N 0.05324 -1.58607 -1.06203
C 0.77291 -0.83870 -0.33477
C 0.83687 -0.26351 0.97242
C 1.63075 0.37565 -0.18083
C 3.10806 0.22003 -0.23898
O 3.85382 1.33500 0.24030
H 1.60914 -0.59915 1.73705
H -0.02728 0.23744 1.39083
H 1.06286 1.18215 -0.73901
H 3.28015 0.07336 -1.29034
H 3.30163 -0.61188 0.36052
H 4.37060 1.75181 -0.41231
C -3.32610 -0.65683 0.85805
C -2.73498 0.05089 -0.37865
C -2.89334 1.29879 -0.67076
O -2.95548 2.42311 -0.94835
H -2.50694 -1.31569 1.13077
H -4.24347 -1.29057 0.64355
H -3.48866 0.13161 1.69565
H -1.87130 -0.43481 -0.68229

***

Pick a: it beats the second-best structure by 2.747 eV.

***

a.
A structure of composition C5H7NS2, computed with the ωB97M-V functional and the def2-TZVPD basis.

Values from the calculation:
**LUMO**: 0.1 eV
**Charge**: 0
**Orbital gap**: 0.317 Ha
**HOMO energy**: -0.31452 Eh

Element x y z (Å)
C 0.55302 1.18350 3.43725
C 0.17797 0.56644 2.18246
C -0.56765 0.30023 -0.09420
C -1.59694 -0.25283 -0.67598
C 1.16720 -1.01632 -1.46201
H 0.15905 2.51388 3.74066
H 0.94545 0.68952 4.33538
H 0.04456 -0.56651 1.88005
H -1.54446 -0.74150 -1.73548
H -2.63697 -0.11620 -0.35940
H 1.50552 0.16065 0.35242
H 2.30164 -1.36628 -1.22924
N 0.83916 0.06129 -0.55865
S -0.63828 1.58096 1.05025
S 0.32263 -1.93651 -2.51269

***

b.
An isolated molecule of C5H7NS2, computed with the ωB97M-V functional and the def2-TZVPD basis.

Values from the calculation:
**SMILES**: S=C[C@H]1SC[C@@H]2N[C@H]21
**LUMO**: -0.4 eV
**Charge**: 0
**Orbital gap**: 0.307 Ha
**HOMO energy**: -0.32111 Eh

Element x y z (Å)
S 2.31018 2.13579 1.92173
C 1.49431 0.94707 1.20756
C 0.37620 1.15123 0.23554
S 0.88976 0.57754 -1.51012
C -0.22665 -0.95750 -1.54132
C -0.39883 -1.09901 -0.05080
N -1.33804 -0.89931 1.06695
C -0.83602 0.25393 0.33490
H 1.74658 -0.08384 1.42647
H 0.12279 2.22989 0.17279
H -1.16142 -0.74348 -2.08293
H 0.34039 -1.74592 -2.02865
H 0.54269 -1.42494 0.39286
H -2.31145 -1.00312 0.79757
H -1.55047 0.66167 -0.34253

***

Pick b: it beats the second-best structure by 1.121 eV.

***

a.
A cluster of 2 separate species, C4H7O3 in total, computed with the ωB97M-V functional and the def2-TZVPD basis.

Values from the calculation:
**LUMO**: 4.2 eV
**Charge**: -1
**Orbital gap**: 0.314 Ha
**HOMO energy**: -0.16069 Eh

Element x y z (Å)
O 0.89711 -0.56327 0.02996
C 0.83023 -0.57344 1.30285
O 0.83625 -1.57531 2.02826
C 0.67494 0.79974 1.96540
H 1.15686 0.80907 2.94127
H 1.07151 1.58131 1.32388
H -0.38880 1.01549 2.08722
O -1.30489 1.07794 -0.53992
C -1.01149 -0.05486 -0.86519
C -0.43993 -0.35168 -2.23695
H -1.42945 -0.93208 -0.34284
H 0.42709 0.28973 -2.39053
H -1.20427 -0.13530 -2.98387
H -0.11515 -1.38734 -2.31955

***

b.
A cluster of 2 separate species, C4H7O3 in total, computed with the ωB97M-V functional and the def2-TZVPD basis.

Values from the calculation:
**LUMO**: 3.7 eV
**Charge**: -1
**Orbital gap**: 0.308 Ha
**HOMO energy**: -0.17115 Eh

Element x y z (Å)
C -0.86241 -3.31525 0.56434
C -0.89169 1.22493 -0.44351
C 1.39062 2.09752 -0.42639
C 0.37374 1.01986 -0.14439
O -1.76817 -4.11634 0.21090
O -0.94043 -2.07187 0.39788
O 0.69451 -0.15101 0.42974
H -0.00874 -3.73416 1.23222
H -1.26973 2.15761 -0.72962
H -1.61126 0.42412 -0.13956
H 0.76843 3.03446 -0.49867
H 2.11759 2.07337 -1.17327
H 2.00995 2.25373 0.43097
H -0.00239 -0.89697 0.28937

***

Pick a: it beats the second-best structure by 0.508 eV.

***

a.
An isolated molecule of C2H3F2NO, computed with the ωB97M-V functional and the def2-TZVPD basis.

Values from the calculation:
**SMILES**: NC(F)(F)C=O
**LUMO**: 0.5 eV
**Charge**: 0
**Orbital gap**: 0.396 Ha
**HOMO energy**: -0.37889 Eh

Element x y z (Å)
N 0.08166 1.09764 -0.73033
C -0.13279 -0.25111 -0.42763
F 0.58600 -0.96013 -1.33132
F -1.44131 -0.67081 -0.64384
C 0.26704 -0.73823 1.19563
O 0.38731 0.07821 2.02234
H 0.42528 1.61129 0.10390
H -0.54021 1.70293 -1.22601
H 0.36703 -1.86979 1.03726

***

b.
A cluster of 2 separate species, C2H3F2NO in total, computed with the ωB97M-V functional and the def2-TZVPD basis.

Values from the calculation:
**LUMO**: 0.7 eV
**Charge**: 0
**Orbital gap**: 0.374 Ha
**HOMO energy**: -0.34810 Eh

Element x y z (Å)
C 1.37679 -0.00653 0.48615
C 0.32071 0.19495 -0.47286
N -1.56187 -0.11816 0.29140
O 0.87614 1.24301 0.12005
F -2.47936 0.76483 -0.36537
F -1.90028 -1.29556 -0.33534
H 0.84172 -0.21391 1.43688
H 2.38819 -0.44477 0.23634
H 0.13796 -0.12387 -1.39725

***

Pick a: it beats the second-best structure by 6.558 eV.